No. 1
C36H46BBrN9O4Se2Sr | ωB97M-V/def2-TZVPD

Element x y z (Å)
Sr (-0.28722, -0.29743, 1.60655)
C (-1.75237, 2.07241, -1.03585)
C (-0.30968, 2.24740, -0.73111)
C (0.62892, 3.03468, -1.40851)
C (1.81742, 2.84427, -0.72942)
C (3.15376, 3.40059, -1.07291)
N (1.57039, 2.00285, 0.29321)
N (0.28561, 1.63896, 0.28128)
B (2.52739, 1.57120, 1.41456)
N (1.85399, 1.77925, 2.77852)
N (0.85525, 1.01517, 3.23307)
C (0.47774, 1.47645, 4.41463)
C (-0.62897, 0.85552, 5.18608)
C (1.25658, 2.59306, 4.73942)
C (2.12177, 2.75219, 3.67300)
C (3.17714, 3.78884, 3.51262)
N (2.93649, 0.10116, 1.22518)
N (2.08093, -0.91647, 1.35423)
C (2.75923, -2.04276, 1.21149)
C (2.14577, -3.38662, 1.36446)
C (4.10020, -1.74528, 0.95260)
C (4.17466, -0.36627, 0.97376)
C (5.38628, 0.46720, 0.74426)
H (-1.96876, 2.39989, -2.05045)
H (-2.36043, 2.64616, -0.33503)
H (-2.02706, 1.02563, -0.91737)
H (0.47595, 3.65359, -2.27072)
H (3.04687, 4.12427, -1.87666)
H (3.81541, 2.60317, -1.41094)
H (3.61688, 3.88978, -0.21913)
H (3.50519, 2.24228, 1.37558)
H (-0.55526, -0.23241, 5.14598)
H (-1.58667, 1.15135, 4.74981)
H (-0.60427, 1.19618, 6.21867)
H (1.20863, 3.19791, 5.62413)
H (3.15430, 4.46498, 4.36354)
H (3.02980, 4.36294, 2.59992)
H (4.16313, 3.33001, 3.46309)
H (1.06649, -3.28995, 1.43869)
H (2.52019, -3.85709, 2.27336)
H (2.40869, -4.02786, 0.52459)
H (4.90304, -2.43106, 0.77332)
H (6.23472, -0.18502, 0.54956)
H (5.61476, 1.08478, 1.61053)
H (5.24826, 1.12989, -0.10819)
C (-0.38070, -3.84377, -1.04299)
O (-0.19180, -2.52901, -1.51292)
C (0.09768, -2.38260, -2.81445)
C (0.38120, -3.42637, -3.68182)
C (0.60166, -3.15574, -5.02594)
Br (0.95072, -4.60808, -6.21084)
C (0.58104, -1.88143, -5.52834)
C (0.33818, -0.81052, -4.65514)
C (0.08597, -1.04876, -3.29751)
O (-0.17707, -0.08519, -2.42279)
C (0.33218, 0.54977, -5.13830)
N (-0.13810, 1.57563, -4.46626)
C (0.03610, 2.67316, -5.26247)
C (-0.29493, 4.00960, -5.05815)
C (0.05340, 4.91208, -6.04180)
C (0.68014, 4.50972, -7.22125)
C (0.98295, 3.18380, -7.45982)
C (0.66030, 2.27371, -6.46988)
N (0.82465, 0.91720, -6.36455)
H (0.56964, -4.38925, -1.01113)
H (-1.10395, -4.37698, -1.66702)
H (-0.80261, -3.74685, -0.04409)
H (0.41889, -4.44495, -3.33406)
H (0.72754, -1.71286, -6.58418)
H (-0.26133, 0.78314, -2.88843)
H (-0.80794, 4.32869, -4.16439)
H (-0.16989, 5.95946, -5.90039)
H (0.93706, 5.25199, -7.96268)
H (1.46235, 2.87542, -8.37547)
H (1.26840, 0.31116, -7.03435)
O (-3.53529, -1.26456, 4.63233)
C (-4.72206, -0.85376, 4.02317)
C (-4.88258, -1.31820, 2.55801)
C (-6.40162, -1.36785, 2.26799)
O (-7.13016, -2.31082, 3.02078)
C (-4.32898, -2.74052, 2.40278)
Se (-2.56823, -3.03913, 1.56508)
C (-4.30129, -0.30367, 1.56296)
Se (-2.90434, 0.94346, 2.21540)
H (-2.80298, -0.89135, 4.11304)
H (-4.80868, 0.24562, 4.03497)
H (-5.53294, -1.28069, 4.62337)
H (-6.54974, -1.55383, 1.19322)
H (-6.84356, -0.40037, 2.51938)
H (-6.66669, -3.15541, 2.96622)
H (-4.99338, -3.33637, 1.76801)
H (-4.24881, -3.21655, 3.38187)
H (-5.09666, 0.36371, 1.22002)
H (-3.88400, -0.81327, 0.69398)
C (-0.19236, -5.25769, 3.60373)
C (0.02838, -3.89067, 3.98515)
N (0.23600, -2.80536, 4.27911)
H (-0.49197, -5.27671, 2.55597)
H (-0.99941, -5.67492, 4.20120)
H (0.71845, -5.83910, 3.75026)

Results
LUMO energy, eV: 1.872
Orbital gap, eV: 5.488
Maximum force, Eh/bohr: 0.0616
Net charge: -1
HOMO level, eV: -3.617
ΔE to the lowest compared entry with this formula, charge and spin, eV: 1.2667

***

No. 2
C28H68N9O9 | ωB97M-V/def2-TZVPD

Element x y z (Å)
C (-7.36405, -39.60876, 24.51810)
C (-6.67151, -40.46004, 23.42460)
C (-5.51178, -41.32432, 24.08795)
O (-4.69746, -40.27632, 24.65825)
C (-3.67096, -40.82715, 25.36161)
N (-7.58756, -41.39045, 22.79175)
H (-8.40175, -40.92246, 22.31362)
H (-7.16100, -41.89139, 22.12263)
H (-8.14755, -42.01845, 23.36184)
H (-8.29272, -39.50194, 24.44480)
H (-7.02988, -38.56221, 24.74858)
H (-7.32976, -40.24494, 25.55352)
H (-6.31442, -39.54188, 22.77840)
H (-5.00447, -41.92588, 23.21754)
H (-6.11122, -41.91362, 24.75950)
H (-3.17918, -40.19074, 25.92087)
H (-3.03304, -41.03108, 24.61117)
H (-3.93261, -41.65106, 26.15827)
C (-7.53934, -44.19176, 25.80816)
C (-8.42560, -42.96381, 25.89392)
O (-8.60165, -42.37265, 26.93227)
N (-9.32208, -42.81921, 24.79260)
C (-10.41819, -41.90320, 24.93861)
H (-8.45479, -44.99003, 25.84266)
H (-6.94407, -44.31782, 26.57284)
H (-7.27924, -44.36664, 24.75622)
H (-9.34748, -43.34252, 24.17831)
H (-10.72402, -41.89427, 25.85745)
H (-11.13444, -42.22759, 24.16589)
H (-10.08760, -40.91081, 24.56809)
C (-12.20314, -41.07434, 20.74222)
C (-11.12561, -40.25737, 21.40394)
O (-10.08003, -40.66780, 21.88100)
N (-11.28245, -38.88590, 21.31658)
C (-10.37831, -37.88612, 22.03859)
H (-13.22431, -40.66376, 20.97424)
H (-12.29147, -42.00781, 21.28983)
H (-12.18378, -41.12813, 19.76896)
H (-12.08869, -38.52507, 20.83380)
H (-9.97284, -38.08840, 22.94547)
H (-10.83654, -37.02626, 21.78840)
H (-9.45225, -37.61040, 21.47280)
C (-5.47935, -40.26901, 18.43450)
C (-6.98093, -40.50336, 18.72700)
O (-7.32956, -40.70510, 19.85405)
N (-7.81176, -40.54054, 17.66452)
C (-9.22382, -40.97473, 17.69228)
H (-4.81904, -40.90133, 19.02455)
H (-5.28597, -39.22349, 18.45296)
H (-5.31421, -40.84063, 17.43615)
H (-7.41200, -40.58935, 16.80969)
H (-9.39675, -42.02132, 18.25474)
H (-9.54305, -41.31457, 16.68352)
H (-9.87105, -40.39092, 18.14945)
C (0.23514, -37.19526, 23.55320)
C (-0.36697, -38.49740, 23.05970)
O (-1.04421, -39.09965, 23.85733)
N (-0.03496, -38.89494, 21.80916)
C (-0.37892, -40.16773, 21.26861)
H (-0.50488, -36.55050, 23.93006)
H (0.26961, -36.54252, 22.62112)
H (1.15852, -37.10526, 24.13322)
H (0.70381, -38.46152, 21.16594)
H (-0.78416, -40.92887, 21.99901)
H (0.51888, -40.70110, 20.78148)
H (-1.30937, -40.21463, 20.74261)
C (-8.83972, -46.71836, 22.04860)
C (-9.69564, -45.65313, 22.66487)
O (-9.35240, -44.45256, 22.71454)
N (-10.85806, -46.01610, 23.34080)
C (-11.80407, -45.10012, 23.86592)
H (-9.40406, -47.67824, 21.68252)
H (-8.24618, -47.32135, 22.84875)
H (-8.41567, -46.36857, 21.01840)
H (-10.80280, -47.05743, 23.57089)
H (-11.27372, -44.48760, 24.64586)
H (-12.68699, -45.49317, 24.10697)
H (-11.90525, -44.20957, 23.11419)
C (-7.82985, -44.03758, 19.61228)
C (-6.67352, -44.08694, 20.45224)
O (-6.62816, -43.59082, 21.54432)
N (-5.59416, -44.72501, 19.96621)
C (-4.19374, -44.44565, 20.46436)
H (-8.74686, -43.49837, 20.13039)
H (-8.08098, -44.80957, 19.33362)
H (-7.53034, -43.35827, 18.86856)
H (-5.62082, -45.05683, 19.01577)
H (-3.57409, -45.00128, 19.77020)
H (-4.28215, -45.01306, 21.62143)
H (-4.01735, -43.33144, 20.38428)
C (-4.14695, -36.79937, 25.03490)
C (-5.02099, -35.74548, 25.58165)
O (-4.60078, -35.04292, 26.60898)
N (-6.18374, -35.48524, 25.06118)
C (-7.33277, -34.61905, 25.69033)
H (-3.16251, -36.45456, 25.25072)
H (-4.43432, -36.93307, 23.92888)
H (-4.19307, -37.80055, 25.48009)
H (-6.28508, -36.06348, 24.14087)
H (-7.23598, -34.47035, 26.78181)
H (-8.14766, -35.11725, 25.44222)
H (-7.35551, -33.74232, 25.02163)
C (-5.00575, -37.74999, 20.99322)
C (-6.09222, -36.81755, 21.47740)
O (-6.52385, -36.81165, 22.69217)
N (-6.54700, -35.93436, 20.62209)
C (-7.66085, -34.99275, 20.68625)
H (-4.15381, -37.93400, 21.89533)
H (-4.52220, -37.19255, 20.32439)
H (-5.46908, -38.55144, 20.47517)
H (-5.93155, -35.98562, 19.82777)
H (-8.05453, -34.70684, 19.71493)
H (-7.25644, -34.18174, 21.21909)
H (-8.43617, -35.43830, 21.26725)

Results
LUMO energy, eV: -1.946
Orbital gap, eV: 7.615
Maximum force, Eh/bohr: 0.3794
Net charge: +1
HOMO level, eV: -9.561
ΔE to the lowest compared entry with this formula, charge and spin, eV: 2.5637

***

No. 3
C3H5NO2 | ωB97M-V/def2-TZVPD

Element x y z (Å)
C (-1.56341, -0.46081, -0.02411)
C (-0.89348, 0.77069, 0.51387)
C (-0.50608, 0.20221, -0.73315)
N (2.63811, -0.39720, -0.34572)
O (2.84292, 0.61481, 0.28997)
O (3.19364, -1.44584, -0.27077)
H (-1.39163, -1.37915, 0.61195)
H (-2.66084, -0.59504, -0.27529)
H (-1.57476, 1.62051, 0.41675)
H (-0.24815, 0.66236, 1.36953)
H (0.16369, 0.40745, -1.55301)

Results
LUMO energy (alpha / beta), eV: -0.057 / -2.151
Orbital gap (alpha / beta), eV: 10.868 / 5.931
Maximum force, Eh/bohr: 0.0672
Net charge: 0
HOMO level (alpha / beta), eV: -10.925 / -8.082
ΔE to the lowest compared entry with this formula, charge and spin, eV: 7.8693

***

No. 4
C3H3N3O | ωB97M-V/def2-TZVPD

Element x y z (Å)
N (-0.29893, 1.23886, 2.02992)
C (-0.51624, 0.84535, 0.88344)
N (-0.06199, -1.68377, -0.12984)
N (-0.55644, -2.67037, -0.10557)
O (2.01946, 1.04079, -1.45781)
C (1.16613, 0.24018, -1.25322)
C (-0.52679, 0.51124, -0.38279)
H (-0.74761, 0.73849, 2.79357)
H (0.86011, -1.00216, -1.30607)
H (-1.33771, 0.74137, -1.07163)

Results
LUMO energy, eV: 0.476
Orbital gap, eV: 9.116
Maximum force, Eh/bohr: 0.0774
Net charge: 0
HOMO level, eV: -8.640
ΔE to the lowest compared entry with this formula, charge and spin, eV: 4.2718

***

No. 5
C5H8N2 | ωB97M-V/def2-TZVPD

Element x y z (Å)
C (-1.91160, 0.33098, 0.15605)
C (-0.60759, -0.30226, -0.29766)
C (0.57800, 0.53080, -0.68485)
C (0.46796, 1.97787, -0.68017)
N (0.31451, 3.12392, -0.71371)
N (0.54239, -0.16631, 0.58480)
C (1.51580, -1.25007, 0.73736)
H (-1.75505, 1.34962, 0.52362)
H (-2.64058, 0.38315, -0.66214)
H (-2.36175, -0.25421, 0.96467)
H (-0.73124, -1.23573, -0.85342)
H (1.26940, 0.14825, -1.43819)
H (2.07450, -1.47679, -0.18497)
H (1.01934, -2.16549, 1.07027)
H (2.24872, -0.96822, 1.50153)

Results
LUMO energy, eV: 0.928
Orbital gap, eV: 10.756
Maximum force, Eh/bohr: 0.0209
Net charge: 0
HOMO level, eV: -9.829
ΔE to the lowest compared entry with this formula, charge and spin, eV: 1.6646
SMILES: C[C@H]1[C@@H](C#N)N1C